Density functional theory data (the ωB97M-V functional and the def2-TZVPD basis) for one molecule with the formula C16H22FNO at a distorted geometry.

The value obtained for the total energy is -23201.293 eV. The value obtained for the highest occupied orbital energy is -0.310 Eh. For the energy relative to the best compared isomer or geometry (same formula, charge and spin), the calculation gives 96.3 kcal per mole. The SMILES is COc1ccc(CNCC(F)=C2CCCCC2)cc1. For the HOMO-LUMO gap, the calculation gives 9.26 eV.

CARTESIAN COORDINATES (ANGSTROEM)
F1 0.758 1.228 2.055
O1 2.688 1.902 -4.934
C1 -0.181 0.295 1.629
C2 -1.471 0.025 2.142
C3 3.133 1.215 -2.739
C4 1.922 -0.317 -4.222
C5 2.975 0.269 -1.677
C6 1.816 -1.257 -3.183
C7 2.497 0.983 -3.946
C8 2.228 -0.921 -1.839
N1 1.530 -1.098 0.575
C9 2.027 3.149 -4.772
C10 0.253 -0.484 0.418
C11 1.921 -1.855 -0.664
C12 -2.457 -0.980 1.586
C13 -1.821 0.856 3.292
C14 -3.343 -1.637 2.707
C15 -2.597 0.091 4.452
C16 -3.794 -0.675 3.817
H1 3.710 2.103 -2.580
H2 1.549 -0.527 -5.208
H3 3.315 0.528 -0.697
H4 1.332 -2.240 -3.256
H5 2.203 -0.344 0.783
H6 1.856 3.626 -5.765
H7 1.046 3.088 -4.309
H8 2.633 3.864 -4.132
H9 0.237 0.326 -0.431
H10 -0.516 -1.176 0.076
H11 1.065 -2.518 -0.775
H12 2.823 -2.453 -0.584
H13 -3.214 -0.467 0.896
H14 -2.032 -1.763 1.024
H15 -0.935 0.981 3.853
H16 -2.394 1.745 3.003
H17 -4.215 -2.035 2.258
H18 -2.846 -2.544 3.113
H19 -1.862 -0.582 4.890
H20 -3.004 0.765 5.173
H21 -4.470 -0.011 3.350
H22 -4.366 -1.152 4.622

These are the Löwdin partial charges, in e, on atoms 1 to 2: number 1, F, carries 0.037; number 2, O, carries -0.116

---

Density functional theory data (the ωB97M-V functional and the def2-TZVPD basis) for C16H22IN5S2V as an isolated structure at a distorted geometry.

As for the multiplicity: 4. The value obtained for the total energy is -79858.993 eV. The value obtained for the highest occupied orbital energy (spin up / spin down) is -0.232 / -0.278 Eh. For the energy relative to the best compared isomer or geometry (same formula, charge and spin), the calculation gives 15.3 kcal per mole. For the HOMO-LUMO gap (spin up / spin down), the calculation gives 6.23 / 6.96 eV.

CARTESIAN COORDINATES (ANGSTROEM)
V1 0.311 -0.171 0.128
C1 -2.281 1.500 5.264
C2 -2.987 1.495 3.920
N1 -2.240 2.156 2.857
C3 -1.188 1.586 2.199
S1 -1.182 -0.187 2.002
N2 -0.290 2.363 1.690
N3 0.619 1.666 0.885
C4 1.731 2.321 0.601
C5 1.951 3.729 1.030
C6 2.707 1.522 -0.096
C7 3.938 2.005 -0.565
C8 4.817 1.144 -1.170
C9 4.471 -0.206 -1.313
C10 3.249 -0.622 -0.853
N4 2.368 0.211 -0.257
H1 -2.877 0.981 6.016
H2 -2.107 2.519 5.616
H3 -1.312 1.001 5.199
H4 -3.957 1.989 3.977
H5 -3.190 0.476 3.596
H6 -2.113 3.154 2.948
H7 1.681 3.849 2.078
H8 1.309 4.410 0.466
H9 2.985 4.038 0.898
H10 4.186 3.051 -0.453
H11 5.770 1.507 -1.533
H12 5.140 -0.921 -1.771
H13 2.904 -1.646 -0.934
C11 0.652 1.283 -5.004
C12 -0.104 0.055 -4.488
C13 0.507 -1.244 -5.027
C14 -1.595 0.143 -4.834
C15 0.022 0.022 -3.013
N5 0.123 -0.008 -1.875
H14 0.563 1.313 -6.091
H15 1.710 1.235 -4.742
H16 0.233 2.203 -4.596
H17 0.400 -1.252 -6.113
H18 0.000 -2.116 -4.614
H19 1.567 -1.314 -4.778
H20 -1.694 0.174 -5.920
H21 -2.047 1.040 -4.412
H22 -2.139 -0.722 -4.454
S2 -3.129 0.078 -0.479
C16 -1.659 -0.087 0.085
I1 0.330 -2.899 0.003

These are the Löwdin partial charges, in e, on atoms 1 to 2: number 1, V, carries 0.089; number 2, C, carries -0.087

---

Density functional theory data (the ωB97M-V functional and the def2-TZVPD basis) for one molecule with the formula C16H22N2OS at a distorted geometry.

The value obtained for the total energy is -32813.244 eV. The value obtained for the highest occupied orbital energy is -0.314 Eh. For the energy relative to the best compared isomer or geometry (same formula, charge and spin), the calculation gives 0.0 kcal per mole. The SMILES is O=C(NC1CCCCC1)C(=S)NCCc1ccccc1. For the HOMO-LUMO gap, the calculation gives 8.64 eV.

CARTESIAN COORDINATES (ANGSTROEM)
O1 -0.628 -1.399 0.328
C1 -0.657 -0.180 0.265
N1 -1.774 0.536 0.105
H1 -1.672 1.547 0.092
C2 -3.099 -0.033 0.035
C3 -3.788 0.378 -1.267
C4 -5.188 -0.224 -1.337
C5 -6.020 0.217 -0.137
C6 -5.334 -0.189 1.163
C7 -3.934 0.412 1.238
H2 -3.439 0.102 2.160
H3 -4.001 1.503 1.241
H4 -5.262 -1.277 1.210
H5 -5.924 0.146 2.018
H6 -6.143 1.302 -0.159
H7 -7.014 -0.232 -0.189
H8 -5.113 -1.314 -1.345
H9 -5.674 0.085 -2.264
H10 -3.190 0.044 -2.118
H11 -3.853 1.468 -1.306
H12 -2.967 -1.120 0.059
C8 0.583 0.683 0.361
N2 1.792 0.143 0.473
H13 2.552 0.816 0.536
C9 2.221 -1.233 0.420
H14 2.667 -1.493 1.386
H15 1.354 -1.868 0.244
C10 3.270 -1.415 -0.689
C11 4.485 -0.577 -0.406
C12 4.608 0.700 -0.943
C13 5.700 1.493 -0.635
C14 6.683 1.018 0.216
C15 6.571 -0.253 0.754
C16 5.478 -1.043 0.448
H16 5.395 -2.035 0.868
H17 7.337 -0.630 1.416
H18 7.535 1.636 0.459
H19 5.781 2.483 -1.058
H20 3.849 1.073 -1.616
H21 2.829 -1.133 -1.646
H22 3.540 -2.471 -0.730
S1 0.443 2.334 0.353

These are the Löwdin partial charges, in e, on atoms 1 to 2: number 1, O, carries 0.050; number 2, C, carries -0.479

---

Density functional theory data (the ωB97M-V functional and the def2-TZVPD basis) for one molecule with the formula C16H22N4OS.

The value obtained for the total energy is -35792.580 eV. The value obtained for the highest occupied orbital energy is -0.292 Eh. For the energy relative to the best compared isomer or geometry (same formula, charge and spin), the calculation gives 4.0 kcal per mole. The SMILES is CCC[C@H](C)NC(=O)CSc1nc(-c2ccccc2)cn1N. For the HOMO-LUMO gap, the calculation gives 8.50 eV.

CARTESIAN COORDINATES (ANGSTROEM)
C1 -0.431 -4.574 0.838
C2 1.059 -4.270 0.750
C3 1.440 -3.451 -0.484
C4 0.847 -2.028 -0.481
N1 1.856 -1.054 -0.867
C5 2.549 -0.328 0.017
O1 2.476 -0.464 1.226
C6 3.439 0.734 -0.606
H1 3.946 0.375 -1.500
H2 4.172 1.085 0.120
S1 2.396 2.169 -1.140
C7 0.938 1.831 -0.233
N2 -0.211 1.475 -0.744
C8 -1.063 1.320 0.310
C9 -0.392 1.608 1.481
N3 0.873 1.948 1.122
N4 1.883 2.281 2.009
H3 2.595 2.809 1.505
H4 2.306 1.424 2.375
H5 -0.689 1.602 2.508
C10 -2.439 0.897 0.112
C11 -3.242 0.515 1.185
C12 -4.545 0.109 0.970
C13 -5.065 0.076 -0.313
C14 -4.273 0.453 -1.386
C15 -2.971 0.862 -1.177
H6 -2.344 1.165 -2.001
H7 -4.675 0.430 -2.388
H8 -6.084 -0.243 -0.476
H9 -5.160 -0.186 1.809
H10 -2.841 0.531 2.188
H11 1.926 -0.837 -1.850
C16 -0.342 -1.880 -1.421
H12 -1.159 -2.523 -1.107
H13 -0.692 -0.850 -1.424
H14 -0.056 -2.155 -2.435
H15 0.556 -1.765 0.542
H16 1.123 -3.980 -1.385
H17 2.529 -3.369 -0.512
H18 1.612 -5.212 0.720
H19 1.375 -3.729 1.644
H20 -0.631 -5.223 1.687
H21 -0.772 -5.078 -0.064
H22 -1.010 -3.663 0.966

These are the Löwdin partial charges, in e, on atoms 1 to 2: number 1, C, carries -0.110; number 2, C, carries -0.258

---

Density functional theory data (the ωB97M-V functional and the def2-TZVPD basis) for C16H22NV as an isolated structure at a distorted geometry.

Its charge is +1. As for the multiplicity: 2. The value obtained for the total energy is -44117.224 eV. The value obtained for the highest occupied orbital energy (spin up / spin down) is -0.434 / -0.433 Eh. For the energy relative to the best compared isomer or geometry (same formula, charge and spin), the calculation gives 0.0 kcal per mole. For the HOMO-LUMO gap (spin up / spin down), the calculation gives 7.70 / 8.21 eV.

CARTESIAN COORDINATES (ANGSTROEM)
C1 -0.339 0.653 -1.775
C2 0.162 2.086 -1.722
C3 0.328 -0.227 -2.834
C4 -1.862 0.725 -1.921
H1 -0.329 -0.336 -3.711
H2 0.533 -1.251 -2.481
H3 1.264 0.224 -3.180
H4 -0.461 2.725 -2.359
H5 1.189 2.205 -2.066
H6 0.059 2.487 -0.709
H7 -2.095 1.467 -2.701
H8 -2.337 1.085 -0.997
H9 -2.324 -0.214 -2.241
C5 1.896 -0.361 1.593
C6 2.156 -1.078 0.382
C7 2.385 -0.108 -0.657
H10 2.288 -2.150 0.287
C8 2.373 1.182 -0.038
C9 2.081 1.018 1.334
H11 2.104 1.794 2.097
H12 1.733 -0.801 2.571
H13 2.698 -0.333 -1.677
H14 2.626 2.111 -0.547
C10 -1.906 -1.234 1.168
C11 -0.610 -1.779 1.433
C12 -0.164 -2.427 0.219
H15 -0.148 -1.855 2.421
C13 -1.136 -2.177 -0.790
C14 -2.243 -1.523 -0.174
H16 -3.209 -1.333 -0.636
H17 -2.555 -0.772 1.909
H18 0.669 -3.119 0.117
H19 -1.084 -2.579 -1.798
V1 0.142 -0.233 -0.079
C15 -0.639 0.972 3.740
C16 -0.671 1.147 2.326
N1 -0.681 1.235 1.156
H20 0.167 0.267 4.025
H21 -1.609 0.566 4.082
H22 -0.452 1.941 4.231

These are the Löwdin partial charges, in e, on atoms 1 to 2: number 1, C, carries -0.563; number 2, C, carries -0.106